The following is a quantum chemistry calculation of a 2-piece molecular cluster, C9H11Br2N2O overall in a non-equilibrium geometry, from OMol25.

Cartesian coordinates (Å):
Br1 -5.9097 -0.4390 0.0633
Br2 -1.5612 2.0930 0.0910
O1 0.6399 -2.3524 0.5139
N1 1.5592 0.6067 0.6645
N2 -0.0720 -1.5069 0.0582
C1 -0.5137 -0.5313 -0.4175
C2 1.8301 0.6437 -0.6189
C3 -4.3049 0.4329 -0.5021
C4 4.0157 -0.2218 -0.0963
C5 2.3880 -0.0116 1.5400
C6 3.0759 0.2598 -0.9616
C7 -2.9953 -0.3512 -0.1095
C8 -1.7454 0.2352 -0.6820
C9 3.6802 -0.3213 1.2675
H1 1.9972 0.0483 2.5879
H2 -2.8238 -0.4097 1.0668
H3 4.4134 -0.8078 1.9024
H4 0.7127 1.0606 1.0660
H5 0.9856 0.9299 -1.2286
H6 4.9724 -0.4505 -0.4843
H7 -1.8895 0.3723 -1.7203
H8 3.1553 0.0383 -2.0915
H9 -3.0349 -1.4502 -0.3765
H10 -4.3596 0.6735 -1.4974
H11 -4.2154 1.4598 -0.0349

Forces on atoms 1 to 2 (eV/Å):
Br 0.1 0.0 0.0
Br 0.5 -0.5 -0.3

For the energy above the lowest of the compared OMol25 structures with the same formula, charge and spin, the calculation gives 41.6 kcal per mole. As for the orbital gap: 8.19 eV. Its charge is +1.